Formula: C39H57BrMgN2O4PS5SbSi3
Source: OMol25
Level of theory: ωB97M-V/def2-TZVPD

Geometry as XYZ:
```
114
Properties=species:S:1:pos:R:3:mulliken_charge:R:1
Mg -0.897 0.500 -0.891 2.53
O -8.028 -0.399 -0.370 -0.70
C -6.817 -0.267 -0.310 0.63
S -5.729 -1.447 0.413 -0.23
C -4.211 -0.569 0.180 -0.66
C -4.320 0.636 -0.422 0.30
S -3.038 1.792 -0.667 -0.95
S -5.940 1.136 -0.907 -0.25
S -2.745 -1.342 0.726 0.06
C 5.149 2.830 0.521 -0.77
C 4.879 2.373 -0.908 -0.93
N 4.053 1.170 -0.965 0.62
C 4.779 -0.091 -0.921 -0.91
C 5.286 -0.511 -2.295 -1.05
C 2.686 1.235 -0.987 -0.57
S 1.795 -0.208 -1.155 0.00
N 2.222 2.512 -0.928 -0.18
C 0.974 2.819 -0.618 -1.03
O 0.092 2.044 -0.154 -0.17
C 0.614 4.278 -0.731 0.70
C 1.597 5.261 -0.804 -0.26
C 1.242 6.601 -0.889 -0.71
C -0.101 6.966 -0.906 -0.33
C -1.083 5.987 -0.830 -1.02
C -0.727 4.647 -0.735 0.03
H 5.757 3.741 0.526 0.41
H 5.678 2.060 1.092 0.37
H 4.201 3.039 1.024 -0.09
H 5.819 2.151 -1.421 0.42
H 4.371 3.161 -1.452 0.48
H 4.109 -0.852 -0.540 0.42
H 5.609 0.021 -0.217 0.38
H 4.435 -0.701 -2.953 0.11
H 5.880 -1.427 -2.218 0.38
H 5.911 0.266 -2.745 0.42
H 2.637 4.961 -0.788 0.31
H 2.012 7.362 -0.942 0.39
H -0.379 8.011 -0.978 0.36
H -2.131 6.260 -0.842 0.42
H -1.491 3.881 -0.670 0.57
C 1.682 2.740 2.878 -0.17
Si 1.468 0.931 3.328 0.21
C 2.961 0.014 2.635 -0.37
C 1.741 0.881 5.194 -1.13
Sb -0.607 -0.067 2.092 -1.02
Si -0.719 -2.235 3.488 0.73
C -0.402 -2.097 5.339 -1.20
C 0.679 -3.295 2.819 -0.68
C -2.287 -3.236 3.348 -1.15
Si -2.327 1.338 3.380 0.76
C -1.820 1.618 5.172 -0.96
C -4.006 0.541 3.381 -0.58
C -2.443 3.055 2.672 -0.67
H 2.594 3.142 3.338 0.46
H 0.829 3.343 3.217 0.26
H 1.756 2.864 1.792 -0.57
H 3.895 0.565 2.820 0.39
H 2.849 -0.134 1.552 -0.31
H 3.051 -0.979 3.096 0.40
H 2.725 1.318 5.410 0.35
H 1.732 -0.142 5.579 0.30
H 0.983 1.445 5.746 0.24
H 0.628 -1.792 5.543 0.23
H -0.571 -3.076 5.806 0.41
H -1.069 -1.369 5.817 0.23
H 1.654 -2.883 3.109 0.26
H 0.646 -3.311 1.725 -0.25
H 0.610 -4.326 3.192 0.45
H -3.105 -2.772 3.914 0.27
H -2.105 -4.243 3.747 0.46
H -2.626 -3.310 2.309 0.30
H -1.525 0.694 5.683 0.14
H -2.656 2.072 5.723 0.42
H -0.969 2.310 5.211 0.17
H -3.944 -0.533 3.597 -0.01
H -4.468 0.642 2.389 0.07
H -4.650 1.022 4.130 0.46
H -1.455 3.534 2.637 0.08
H -3.111 3.672 3.288 0.44
H -2.829 3.014 1.648 0.06
Br -2.605 -0.268 -7.159 -0.20
C -3.241 -1.070 -5.545 -0.23
C -4.341 -1.895 -5.739 -0.45
C -4.895 -2.589 -4.673 -0.71
C -4.341 -2.459 -3.412 -0.87
C -3.258 -1.614 -3.228 0.46
C -2.676 -0.897 -4.268 0.02
C -1.480 -0.001 -3.931 0.03
O -0.917 0.570 -4.856 -0.72
O -1.081 0.083 -2.703 -0.39
H -4.756 -1.993 -6.733 0.39
H -5.760 -3.222 -4.834 0.36
H -4.748 -2.992 -2.562 0.47
H -2.844 -1.500 -2.237 0.75
C 1.287 -4.874 -0.639 -1.56
P 0.341 -3.378 -1.175 1.73
C -1.191 -4.248 -1.703 -1.52
C 1.111 -3.099 -2.819 0.13
C 2.483 -3.252 -3.023 -0.30
C 3.058 -2.939 -4.249 -0.55
C 2.273 -2.440 -5.283 -0.65
C 0.910 -2.263 -5.086 -0.48
C 0.337 -2.600 -3.867 -0.39
H 2.270 -4.593 -0.253 0.37
H 1.405 -5.584 -1.462 0.47
H 0.735 -5.346 0.178 0.47
H -0.975 -5.039 -2.425 0.40
H -1.903 -3.541 -2.132 0.17
H -1.662 -4.671 -0.813 0.42
H 3.117 -3.604 -2.217 0.16
H 4.126 -3.062 -4.389 0.41
H 2.724 -2.179 -6.232 0.36
H 0.288 -1.835 -5.865 0.34
H -0.727 -2.444 -3.726 0.08
```

Summary:
Charge: -2
Gap between HOMO and LUMO in eV: 5.60
Energy relative to the best compared isomer or geometry (same formula, charge and spin) in kcal per mole: 20.9
Molar mass in g mol⁻¹: 1119.4
DFT total energy in Ha: -8146.3071
LUMO in eV: 4.1